Record 1
ORCA calculation (wB97M-V/def2-TZVPD) on a cluster of 2 separate species, C3H11NOS2 in total at a distorted geometry.

E_HOMO: -0.28249 Eh
ΔE to the lowest compared entry with this formula, charge and spin: 146.3 kJ/mol
Total charge: 0
Structure (SMILES): CSSCCN.O

The geometry in XYZ format:
```
18
Properties=species:S:1:pos:R:3:forces:R:3
N 0.289276 -2.090525 1.383891 0.738 -2.382 5.066
C -0.173407 -1.469197 0.271434 0.427 3.052 -1.942
C 1.077951 -0.759055 -0.313166 -0.656 -0.225 -0.882
S 0.677431 0.657692 -1.396625 -0.029 0.372 -0.007
S -1.285058 1.376401 -0.914227 1.441 -1.753 1.702
C -1.496053 2.337212 -2.329393 -2.412 1.756 0.274
H -0.503757 -2.280013 2.041632 1.238 0.010 -0.595
H 0.975064 -1.500104 1.910166 -1.162 -0.788 -0.525
H -0.834990 -0.677297 0.535254 -1.051 0.825 0.046
H -0.727934 -2.104783 -0.407844 0.322 -0.283 -0.445
H 1.475246 -1.475995 -1.036605 0.676 0.207 0.294
H 1.831152 -0.470965 0.482421 -1.031 -0.327 -0.967
H -0.989169 2.034442 -3.209052 0.362 -0.446 -0.779
H -1.364176 3.405338 -2.103121 0.405 -0.317 -0.326
H -2.605738 2.207215 -2.396425 0.730 0.326 -0.849
H 1.754009 -1.238289 5.266274 -0.586 -1.360 -1.634
H 1.902654 -2.421627 4.139322 -0.454 0.973 0.860
O 1.291727 -1.755438 4.536392 1.042 0.361 0.709
```
Positions in Å, forces in eV/Å.

***

Record 2
ORCA calculation (wB97M-V/def2-TZVPD) on a cluster of 2 separate species, C3H11NPS in total at a distorted geometry.

E_HOMO: -0.10873 Eh
Total charge: -1

The geometry in XYZ format:
```
17
Properties=species:S:1:pos:R:3:forces:R:3
C -2.005508 -0.862282 -0.493422 -0.718 -1.133 0.487
P -0.674869 -0.197143 -1.731917 -0.940 -0.896 2.554
S 1.005673 0.370122 -2.975376 2.646 0.314 -1.024
H -1.519291 -0.808901 0.584055 -1.228 0.000 -1.940
H -2.127971 -2.015601 -0.763226 -0.121 2.325 0.664
H -3.023584 -0.290629 -0.574690 1.660 -1.107 0.428
H -1.226927 1.139906 -1.726416 -0.026 0.496 -0.138
H -1.523914 -0.479337 -2.885495 0.163 -0.293 -0.281
H -0.116744 -1.550470 -1.736585 0.049 -0.167 -0.065
H 0.133103 0.201879 -0.589733 -0.071 -0.404 -0.355
H 2.149758 -0.117651 -2.266810 -1.782 0.551 -0.665
C 1.459898 0.609764 3.031937 -0.022 0.338 -1.305
C 1.541425 1.064175 1.583784 0.664 2.638 -7.717
N 1.608993 1.441184 0.382421 -0.270 -2.762 9.801
H 2.171195 -0.201836 3.208627 -0.103 0.134 -0.128
H 1.698325 1.443422 3.698196 -0.024 -0.082 -0.184
H 0.450439 0.253401 3.254653 0.121 0.046 -0.132
```
Positions in Å, forces in eV/Å.

***

Record 3
ORCA calculation (wB97M-V/def2-TZVPD) on a cluster of 2 separate species, C3H11NS in total at a distorted geometry.

⟨S²⟩: 0.75
E_HOMO (alpha / beta): 0.04039 / -0.17342 Eh
2S+1: 2
ΔE to the lowest compared entry with this formula, charge and spin: 121.0 kJ/mol
Total charge: -1

The geometry in XYZ format:
```
16
Properties=species:S:1:pos:R:3:forces:R:3
C -1.882707 1.360671 -2.053537 1.815 -1.068 0.038
S -0.362995 0.160354 -2.012201 -1.257 0.769 -0.425
H -1.529817 2.275311 -1.567793 -0.554 -0.155 -0.033
H -2.010532 1.518361 -3.124922 -0.203 0.139 0.168
H -2.771232 0.895227 -1.616023 0.286 0.284 0.021
C 2.042387 -0.586442 0.603595 -0.804 0.451 0.125
N 0.588366 -0.795314 0.562861 0.060 1.002 0.096
C -0.230872 -0.455874 1.723443 -0.256 -0.129 0.572
H 2.487060 -1.037000 -0.279989 0.078 -0.178 -0.044
H 2.213063 0.487381 0.544578 0.135 0.154 0.009
H 2.509453 -0.938402 1.517458 0.054 -0.308 0.114
H 0.352546 -1.676080 0.160324 -0.078 -1.077 0.307
H 0.017730 -0.157348 -0.568924 -0.032 0.326 -0.142
H 0.000803 -1.053265 2.637489 -0.003 0.264 -0.557
H -1.308663 -0.609834 1.480600 0.660 0.018 -0.001
H -0.114590 0.612251 1.993047 0.097 -0.492 -0.246
```
Positions in Å, forces in eV/Å.

***

Record 4
ORCA calculation (wB97M-V/def2-TZVPD) on a cluster of 2 separate species, C3H11NS in total.

E_HOMO: -0.32103 Eh
ΔE to the lowest compared entry with this formula, charge and spin: 60.9 kJ/mol
Total charge: 0
Structure (SMILES): CNC.CS

The geometry in XYZ format:
```
16
Properties=species:S:1:pos:R:3:forces:R:3
C 1.398595 1.068144 -1.975797 -0.052 0.094 0.196
S 1.757687 -0.706770 -2.085492 -0.095 -0.102 -0.144
H 1.933406 1.471969 -1.122061 -0.020 0.118 -0.035
H 1.684278 1.596504 -2.878496 0.131 -0.054 -0.089
H 0.338371 1.207980 -1.794608 -0.075 -0.030 0.033
C -1.956272 -0.471617 0.415016 -0.225 0.376 -0.188
N -0.571231 -0.077576 0.595679 0.034 -0.144 -0.526
C -0.159068 -0.235640 1.965584 0.008 -0.084 0.181
H -2.184070 -1.479783 0.789370 0.013 -0.014 -0.042
H -2.614837 0.235170 0.928844 0.098 -0.066 0.172
H -2.240655 -0.395945 -0.634958 0.123 -0.189 -0.061
H 2.734455 -0.730824 -1.179372 0.126 -0.024 0.044
H 0.028616 -0.641276 0.002180 -0.139 0.027 -0.068
H 0.924554 -0.262967 2.046261 0.117 0.225 -0.020
H -0.524567 -1.179551 2.384668 -0.101 -0.049 0.281
H -0.549261 0.602183 2.543182 0.056 -0.085 0.266
```
Positions in Å, forces in eV/Å.

***

Record 5
ORCA calculation (wB97M-V/def2-TZVPD) on a cluster of 2 separate species, C3H11NS in total at a distorted geometry.

E_HOMO: -0.30989 Eh
ΔE to the lowest compared entry with this formula, charge and spin: 27.6 kJ/mol
Total charge: 0
Structure (SMILES): CCN.CS

The geometry in XYZ format:
```
16
Properties=species:S:1:pos:R:3:forces:R:3
N -1.279329 -0.664902 0.851225 -0.730 0.093 0.757
C -0.858779 1.272398 -0.578975 0.102 0.087 -0.227
C -0.707739 0.687158 0.816465 0.291 0.226 0.158
H -1.184649 -1.068071 1.789935 -0.040 0.169 -0.470
H -2.286658 -0.617182 0.662345 0.452 -0.049 0.053
H -0.364929 0.618638 -1.317444 -0.292 0.278 0.206
H -0.400069 2.273998 -0.633435 -0.232 -0.348 0.011
H -1.925919 1.359288 -0.844074 0.367 0.012 0.027
H 0.367320 0.596638 1.064475 -0.535 0.100 -0.026
H -1.166319 1.374708 1.552955 0.178 -0.266 -0.167
S 0.866610 -1.966361 -1.151324 0.333 -0.172 -0.279
C 2.071810 -0.757331 -0.546355 0.398 0.286 0.136
H -0.159289 -1.576441 -0.365204 -0.023 -0.040 0.025
H 3.007989 -0.936191 -1.101484 -0.394 0.113 0.282
H 2.273600 -0.876691 0.531435 -0.055 -0.028 -0.468
H 1.746350 0.280338 -0.730544 0.181 -0.460 -0.018
```
Positions in Å, forces in eV/Å.

***

Record 6
ORCA calculation (wB97M-V/def2-TZVPD) on a cluster of 2 separate species, C3H11NS in total at a distorted geometry.

⟨S²⟩: 0.75
E_HOMO (alpha / beta): -0.46557 / -0.46443 Eh
2S+1: 2
ΔE to the lowest compared entry with this formula, charge and spin: 213.9 kJ/mol
Total charge: +1

The geometry in XYZ format:
```
16
Properties=species:S:1:pos:R:3:forces:R:3
C -0.468331 1.816121 2.229115 1.209 -0.290 -0.972
S -1.623854 0.406066 2.357112 0.155 0.101 0.323
H 0.306800 2.028248 3.068929 -1.601 -0.600 -1.515
H 0.003795 1.649089 1.203586 0.177 0.634 1.556
H -1.126915 2.656560 2.030920 0.095 0.273 0.438
C 0.768735 -1.635793 -0.555024 -0.226 1.317 -0.827
N 0.594360 -0.135957 -1.008155 -2.058 -2.721 1.806
C -0.011695 -0.134620 -2.296311 0.222 -0.834 -1.057
H -0.267714 -2.138761 -0.326191 1.837 1.299 -0.524
H 1.243933 -2.050307 -1.498501 -0.363 -0.165 1.719
H 1.378042 -1.589396 0.360211 -0.043 -0.452 -0.595
H -0.723162 -0.557500 2.572872 0.105 -0.051 0.116
H 0.294762 0.473221 -0.208188 0.496 -0.001 -1.073
H -0.785558 -0.997640 -2.200780 0.594 1.685 -0.502
H 0.748781 -0.611536 -2.972284 -0.569 0.442 0.269
H -0.331980 0.822204 -2.757310 -0.030 -0.637 0.836
```
Positions in Å, forces in eV/Å.

***

Record 7
ORCA calculation (wB97M-V/def2-TZVPD) on a cluster of 2 separate species, C3H11NS2 in total at a distorted geometry.

⟨S²⟩: 0.75
E_HOMO (alpha / beta): -0.43799 / -0.43798 Eh
2S+1: 2
ΔE to the lowest compared entry with this formula, charge and spin: 20.9 kJ/mol
Total charge: +1

The geometry in XYZ format:
```
17
Properties=species:S:1:pos:R:3:forces:R:3
C 2.373904 -1.772848 -0.268792 0.496 -0.066 0.421
S 2.761313 -0.044995 -0.540368 0.098 0.019 -0.143
S 2.032663 0.630309 -2.249970 0.042 0.203 -0.251
H 3.137864 -2.049825 0.463098 0.033 -0.104 -0.074
H 2.419523 -2.460884 -1.112220 -0.139 0.360 -0.114
H 1.430908 -1.761443 0.267447 -0.365 -0.194 -0.196
H 2.128433 -0.432402 -3.081644 -0.055 -0.224 0.304
C -0.829674 0.621590 -0.098497 1.052 0.265 -0.186
C -1.630943 0.509646 1.161004 -1.054 0.166 0.403
N -2.598136 1.603920 1.310281 -0.276 -0.288 -0.430
H -1.282721 0.222639 -1.004162 -0.358 -0.275 0.165
H -0.551271 1.645498 -0.360652 0.086 0.122 0.356
H 0.084265 0.061258 0.109118 0.167 -0.014 -0.377
H -2.087850 -0.485545 1.137906 -0.213 -0.007 0.145
H -1.038510 0.548792 2.074996 0.504 -0.131 -0.226
H -2.931935 1.911739 0.401833 0.008 -0.038 0.041
H -3.417832 1.252551 1.790622 -0.023 0.207 0.162
```
Positions in Å, forces in eV/Å.

***

Record 8
ORCA calculation (wB97M-V/def2-TZVPD) on a cluster of 2 separate species, C3H11NSi2 in total at a distorted geometry.

E_HOMO: -0.34061 Eh
ΔE to the lowest compared entry with this formula, charge and spin: 298.2 kJ/mol
Total charge: 0

The geometry in XYZ format:
```
17
Properties=species:S:1:pos:R:3:forces:R:3
C 0.165158 -0.831175 1.083036 1.043 -3.649 0.357
C 1.145222 -0.183490 2.005574 -1.515 1.415 -2.110
C 0.817581 -0.950969 -0.382208 -0.858 0.523 3.371
N 1.137662 1.049780 2.154734 1.741 1.989 1.495
Si 0.421441 0.354295 -1.545511 -0.517 3.843 -2.869
Si -1.941377 0.994840 -2.132162 1.930 0.466 2.163
H 0.118467 -1.880941 1.526801 -0.181 0.766 -0.954
H -0.863173 -0.510306 1.182762 -0.006 0.761 -0.324
H 2.040043 -0.664872 2.313066 0.452 -1.094 0.685
H 1.241917 2.360700 -1.592136 -1.110 -2.838 0.691
H 1.851533 -0.776005 -0.214033 1.324 0.016 0.151
H 0.766860 -1.957819 -0.700963 -0.436 -0.875 -0.895
H 0.469636 1.645476 1.698309 -0.912 -0.375 -0.202
H 1.206547 0.062047 -2.787303 -0.361 -0.152 0.148
H -1.824263 2.354918 -2.600489 0.150 0.798 0.084
H -2.851034 0.941621 -0.950924 0.133 -0.073 -0.188
H -2.500110 0.402357 -3.245424 -0.873 -1.519 -1.603
```
Positions in Å, forces in eV/Å.

***

Record 9
ORCA calculation (wB97M-V/def2-TZVPD) on a cluster of 3 separate species, C3H11O2S in total at a distorted geometry.

E_HOMO: -0.10601 Eh
ΔE to the lowest compared entry with this formula, charge and spin: 118.1 kJ/mol
Total charge: -1

The geometry in XYZ format:
```
17
Properties=species:S:1:pos:R:3:forces:R:3
C 1.413704 -0.522985 -1.197946 -0.960 0.210 1.701
C 1.706709 -1.514504 -0.035150 2.562 2.094 -0.479
C 0.906908 -1.371879 1.231978 -0.881 -3.015 0.036
S -0.910949 -1.939802 1.242298 1.345 0.496 -0.338
H 1.444323 0.396649 -0.629952 -0.593 0.888 -0.247
H 2.208026 -0.371417 -1.904438 0.364 -0.634 -0.613
H 0.411842 -0.649959 -1.664137 0.774 0.050 0.280
H 2.846946 -1.300308 0.221810 -1.928 -0.457 -0.285
H 1.689677 -2.472008 -0.421368 -0.158 -2.333 -0.490
H 1.451485 -1.921838 2.019824 -0.278 -0.275 -0.300
H 0.981730 -0.418229 1.588555 -0.068 3.002 0.673
H -3.274065 3.556365 0.655922 -0.690 0.399 -3.529
H -2.799200 3.016050 -0.739552 -1.197 1.110 0.726
O -3.461733 3.688342 -0.379281 1.970 -1.647 2.865
H -1.049769 0.475810 0.552509 1.058 -1.406 1.461
H -1.962482 0.332115 -0.571847 0.201 0.517 0.611
O -1.603160 1.017591 0.030775 -1.521 1.003 -2.073
```
Positions in Å, forces in eV/Å.

***

Record 10
ORCA calculation (wB97M-V/def2-TZVPD) on a cluster of 3 separate species, C3H11O3 in total at a distorted geometry.

E_HOMO: -0.13508 Eh
ΔE to the lowest compared entry with this formula, charge and spin: 134.8 kJ/mol
Total charge: -1

The geometry in XYZ format:
```
17
Properties=species:S:1:pos:R:3:forces:R:3
C 0.460276 -0.206105 -0.143615 1.690 -1.510 -0.326
O 0.186660 -1.339017 0.589810 -0.970 0.340 -0.245
C -0.321118 -0.031334 -1.472271 -1.490 0.748 0.217
C -0.386191 1.492507 -1.833923 -1.864 -0.706 0.030
H 1.563873 -0.252692 -0.382937 -0.403 0.486 -0.332
H 0.369198 0.689193 0.482375 -0.364 0.552 -0.093
H -1.391481 -0.378669 -1.383735 1.070 0.130 0.435
H 0.072148 -0.628725 -2.312733 0.196 0.235 0.402
H 0.511329 1.715361 -2.390541 -0.288 0.511 -1.120
H -0.228367 2.079334 -0.935026 -0.380 0.030 0.378
H -1.484210 1.774751 -2.231936 2.896 -0.341 0.237
H 2.136931 -0.411637 2.416443 -0.638 5.504 -0.084
H 1.470767 -1.616284 1.820610 -0.252 0.679 -0.301
O 2.195820 -1.288617 2.405870 0.859 -6.000 0.299
H -1.026267 -0.521579 1.186120 -1.277 -1.229 1.973
H -2.359700 -0.906580 2.298356 2.211 1.717 -1.664
O -1.769671 -0.169908 1.887131 -0.996 -1.147 0.194
```
Positions in Å, forces in eV/Å.

***

Record 11
ORCA calculation (wB97M-V/def2-TZVPD) on a cluster of 3 separate species, C3H11O3 in total at a distorted geometry.

E_HOMO: -0.11850 Eh
ΔE to the lowest compared entry with this formula, charge and spin: 201.6 kJ/mol
Total charge: -1

The geometry in XYZ format:
```
17
Properties=species:S:1:pos:R:3:forces:R:3
C -0.189901 0.205920 0.190773 -1.219 5.144 0.532
O 0.821946 -0.552935 0.027247 1.954 -3.790 -0.646
C -0.791967 0.878722 -1.040531 1.632 2.580 -0.275
C -1.778342 2.015269 -0.639595 -2.429 -2.416 1.981
H -1.144836 -0.057160 0.657487 -0.224 -1.413 0.942
H 0.134634 1.119863 0.839371 -0.616 -0.479 -0.240
H -0.091880 1.616307 -1.517246 0.671 -1.652 -0.207
H -1.065045 0.069418 -1.741558 -0.553 0.770 0.002
H -1.789658 2.725683 -1.456477 -0.744 0.272 0.090
H -2.783310 1.428949 -0.433165 1.200 1.824 -0.629
H -1.574362 2.544423 0.385560 0.212 -1.074 -1.990
H 2.408990 -1.754616 -0.290884 -0.981 0.113 0.166
H 2.891254 -3.273086 -0.735834 -0.001 3.365 0.095
O 3.040596 -2.251646 -0.819234 0.781 -3.267 -0.374
H 0.559320 -1.365587 1.325364 0.711 0.417 0.987
H 0.925611 -2.018692 2.885652 -0.755 1.076 -1.467
O 0.426946 -1.330830 2.363067 0.361 -1.470 1.033
```
Positions in Å, forces in eV/Å.

***

Record 12
ORCA calculation (wB97M-V/def2-TZVPD) on a cluster of 4 separate species, C3H11O3S in total at a distorted geometry.

⟨S²⟩: 0.76
E_HOMO (alpha / beta): 0.04784 / -0.00676 Eh
2S+1: 2
ΔE to the lowest compared entry with this formula, charge and spin: 0.0 kJ/mol
Total charge: -2

The geometry in XYZ format:
```
18
Properties=species:S:1:pos:R:3:forces:R:3
C 1.010537 -0.657965 -0.823768 -0.654 0.225 -0.865
O 1.847883 -0.514094 0.232010 0.590 0.016 0.640
C -0.467212 -0.915312 -0.388065 0.426 -0.518 -0.054
C -1.401892 0.257128 -0.616809 0.434 0.855 -0.624
S -2.975909 0.353844 0.276888 -0.221 -0.484 -0.398
H 1.037634 0.259219 -1.482835 -0.191 -0.291 0.123
H 1.256785 -1.497865 -1.545898 0.292 0.192 0.429
H -0.377765 -1.191465 0.659061 -0.353 0.087 -0.059
H -0.833459 -1.832897 -0.864922 -0.310 0.214 -0.238
H -0.870694 1.201735 -0.440421 0.240 -0.152 0.472
H -1.580865 0.360293 -1.697638 -0.280 -0.344 0.107
H -3.604404 -0.831710 -1.319652 -0.168 0.157 0.305
H 1.947988 2.169954 0.882176 -0.258 0.315 0.176
H 2.509649 0.947525 0.261196 -0.206 -0.491 -0.305
O 2.673829 1.948247 0.301206 0.358 0.100 0.071
H -0.717974 0.405741 2.105542 -0.321 -0.084 -0.249
H 0.638810 -0.288956 1.912994 0.156 0.022 -0.312
O -0.092944 -0.173420 2.548942 0.465 0.182 0.781
```
Positions in Å, forces in eV/Å.

***

Number 1: calculated total energy -1047.21162 Eh. Number 2: calculated total energy -915.04142 Eh. Number 3: calculated total energy -573.74265 Eh. Number 4: calculated total energy -573.80833 Eh. Number 5: calculated total energy -573.82100 Eh. Number 6: calculated total energy -573.45831 Eh. Number 7: calculated total energy -971.68794 Eh. Number 8: calculated total energy -754.46821 Eh. Number 9: calculated total energy -669.57592 Eh. Number 10: calculated total energy -346.60110 Eh. Number 11: calculated total energy -346.57568 Eh. Number 12: calculated total energy -744.67472 Eh.